# 1
Computed, not measured: C34H46BrNO2OsSe as an isolated structure at a distorted geometry, with ωB97M-V/def2-TZVPD.

Values from the calculation:
frontier orbital gap (alpha / beta)	6.29 / 5.46	eV
2S+1	5
total charge	+2

The geometry in XYZ format:
```
86
C34H46BrNO2OsSe ωB97M-V/def2-TZVPD
Os 0.938 2.430 -1.628
C 5.771 -1.776 3.023
C 5.179 -0.357 3.020
C 4.412 -0.136 4.324
C 6.332 0.667 2.951
C 4.333 -0.115 1.792
C 3.007 0.338 1.847
C 2.384 0.768 0.695
Se 0.703 1.819 0.733
C -1.069 0.878 0.459
C -1.674 0.528 1.602
C -3.032 0.032 1.699
C -3.693 -0.240 0.570
C -3.124 -0.059 -0.802
C -1.798 0.792 -0.872
O 0.051 0.493 -2.431
C -4.744 0.283 -3.029
C -5.993 -0.569 -2.794
C -3.735 -0.506 -3.856
C -5.174 1.496 -3.870
C -3.613 -0.133 3.092
C -3.529 1.214 3.821
C -2.797 -1.210 3.815
C -5.080 -0.564 3.062
C 3.060 0.819 -0.553
O 2.521 1.457 -1.532
C 4.352 0.211 -0.640
C 4.930 -0.229 0.528
C 5.011 0.100 -2.001
C 4.143 -0.856 -2.836
C 6.434 -0.461 -1.894
C 5.099 1.465 -2.697
H 6.359 -1.905 3.928
H 6.427 -1.950 2.175
H 4.984 -2.527 3.014
H 5.089 -0.267 5.162
H 3.605 -0.856 4.436
H 4.015 0.874 4.379
H 6.938 0.590 3.849
H 5.938 1.679 2.884
H 6.974 0.487 2.093
H 2.482 0.384 2.791
H -1.124 0.621 2.528
H -4.692 -0.644 0.587
H -5.795 -1.401 -2.127
H -6.340 -0.973 -3.741
H -6.790 0.035 -2.370
H -3.564 -1.490 -3.432
H -2.789 0.022 -3.957
H -4.139 -0.654 -4.854
H -5.871 2.135 -3.336
H -5.678 1.141 -4.765
H -4.320 2.083 -4.194
H -2.505 1.531 3.995
H -4.017 1.143 4.788
H -4.037 1.985 3.247
H -1.758 -0.919 3.947
H -2.824 -2.140 3.252
H -3.217 -1.394 4.798
H -5.698 0.163 2.541
H -5.453 -0.638 4.079
H -5.203 -1.539 2.599
H 5.920 -0.648 0.480
H 4.120 -1.843 -2.378
H 4.557 -0.948 -3.836
H 3.123 -0.483 -2.920
H 6.435 -1.461 -1.467
H 7.066 0.192 -1.296
H 6.867 -0.525 -2.890
H 4.110 1.842 -2.961
H 5.664 1.367 -3.621
H 5.602 2.192 -2.064
C -3.323 -2.676 -1.008
C -2.656 -1.400 -1.322
C -4.195 0.769 -1.637
C -3.556 2.105 -1.772
C -2.276 2.111 -1.434
Br -1.114 3.644 -1.701
N -0.989 0.013 -1.826
C -1.439 -1.244 -1.926
H -4.406 -2.607 -1.087
H -3.106 -2.941 0.030
H -2.951 -3.475 -1.642
H -5.081 0.882 -1.006
H -4.099 2.956 -2.137
H -0.874 -1.979 -2.472
```

# 2
Computed, not measured: one molecule with the formula C5H11NO2 at a distorted geometry, with ωB97M-V/def2-TZVPD.

Values from the calculation:
frontier orbital gap	10.47	eV
energy relative to the best compared isomer or geometry (same formula, charge and spin)	28.15	kcal/mol
total charge	0

The geometry in XYZ format:
```
19
C5H11NO2 ωB97M-V/def2-TZVPD
O 0.759 1.070 -1.002
C 0.318 0.326 -0.127
N 1.071 0.180 1.022
C 1.066 -0.953 1.909
O 1.918 -2.033 1.533
C -1.095 -0.199 -0.246
C -2.056 0.795 -0.862
C -1.890 1.045 -2.361
H 1.988 0.504 0.728
H 1.358 -0.571 2.887
H 0.119 -1.475 1.752
H 2.835 -1.823 1.325
H -0.954 -1.059 -0.934
H -1.399 -0.661 0.693
H -1.960 1.627 -0.155
H -3.079 0.410 -0.790
H -1.974 0.041 -2.797
H -1.045 1.657 -2.641
H -2.820 1.461 -2.768
```

# 3
Computed, not measured: C36H38As2Br4CsN6O2 as an isolated structure at a distorted geometry, with ωB97M-V/def2-TZVPD.

Values from the calculation:
frontier orbital gap	5.23	eV
energy relative to the best compared isomer or geometry (same formula, charge and spin)	38.68	kcal/mol
total charge	-1

The geometry in XYZ format:
```
89
C36H38As2Br4CsN6O2 ωB97M-V/def2-TZVPD
Cs -0.449 0.518 -0.064
C -2.718 1.826 -4.902
N -1.859 2.242 -3.805
C -1.442 3.619 -3.789
C -1.073 1.317 -3.113
N 0.083 1.526 -2.626
N -1.749 0.086 -2.937
C -1.233 -1.129 -2.412
N -2.247 -1.906 -1.890
N 0.004 -1.443 -2.499
H -3.769 2.073 -4.729
H -2.643 0.754 -5.060
H -2.416 2.311 -5.836
H -2.298 4.260 -4.000
H -0.666 3.850 -4.534
H -1.063 3.883 -2.802
H 0.461 2.409 -2.959
H -2.751 0.167 -2.859
H -3.082 -1.416 -1.566
H -1.932 -2.607 -1.238
H 0.155 -2.353 -2.063
C 2.280 0.003 -0.667
C 3.284 -0.300 0.441
As 2.595 0.178 2.248
C 1.506 -1.435 2.633
C 1.113 -1.597 3.965
C 0.299 -2.655 4.340
C -0.150 -3.565 3.387
C 0.242 -3.421 2.067
C 1.069 -2.360 1.688
C 4.216 -0.441 3.171
C 5.007 0.494 3.830
C 6.185 0.106 4.469
C 6.580 -1.223 4.455
C 5.792 -2.170 3.802
C 4.620 -1.778 3.167
As 2.936 -0.143 -2.568
C 3.807 -1.901 -2.413
C 4.973 -2.202 -1.705
C 5.444 -3.509 -1.639
C 4.752 -4.537 -2.276
C 3.594 -4.250 -2.982
C 3.130 -2.938 -3.053
C 4.561 0.972 -2.371
C 4.532 2.115 -1.572
C 5.613 2.991 -1.520
C 6.751 2.738 -2.273
C 6.794 1.602 -3.077
C 5.710 0.730 -3.126
H 1.855 0.991 -0.542
H 1.431 -0.659 -0.565
H 4.194 0.294 0.345
H 3.577 -1.349 0.442
H 1.417 -0.885 4.723
H -0.017 -2.740 5.373
H -0.824 -4.364 3.672
H -0.109 -4.124 1.322
H 1.375 -2.288 0.650
H 4.708 1.534 3.862
H 6.788 0.845 4.985
H 7.490 -1.529 4.957
H 6.086 -3.213 3.791
H 4.001 -2.521 2.676
H 5.523 -1.417 -1.201
H 6.348 -3.729 -1.082
H 5.119 -5.556 -2.217
H 3.045 -5.041 -3.480
H 2.224 -2.724 -3.610
H 3.663 2.335 -0.962
H 5.560 3.864 -0.880
H 7.599 3.412 -2.232
H 7.677 1.388 -3.668
H 5.783 -0.146 -3.760
Br -3.690 -2.309 5.814
C -2.703 -1.139 4.706
C -1.892 -0.155 5.229
Br -1.752 0.077 7.104
C -1.131 0.658 4.355
Br 0.062 1.978 5.021
C -1.105 0.501 2.949
O -0.314 1.151 2.169
C -2.033 -0.511 2.394
O -2.101 -0.687 1.098
C -2.773 -1.285 3.299
Br -3.854 -2.643 2.499
N -4.471 -0.325 -0.540
H -3.745 -0.458 0.182
H -5.271 -0.891 -0.284
H -4.789 0.635 -0.481
```

Copy entry 2 word for word.
Computed, not measured: one molecule with the formula C5H11NO2 at a distorted geometry, with ωB97M-V/def2-TZVPD.

Values from the calculation:
frontier orbital gap	10.47	eV
energy relative to the best compared isomer or geometry (same formula, charge and spin)	28.15	kcal/mol
total charge	0

The geometry in XYZ format:
```
19
C5H11NO2 ωB97M-V/def2-TZVPD
O 0.759 1.070 -1.002
C 0.318 0.326 -0.127
N 1.071 0.180 1.022
C 1.066 -0.953 1.909
O 1.918 -2.033 1.533
C -1.095 -0.199 -0.246
C -2.056 0.795 -0.862
C -1.890 1.045 -2.361
H 1.988 0.504 0.728
H 1.358 -0.571 2.887
H 0.119 -1.475 1.752
H 2.835 -1.823 1.325
H -0.954 -1.059 -0.934
H -1.399 -0.661 0.693
H -1.960 1.627 -0.155
H -3.079 0.410 -0.790
H -1.974 0.041 -2.797
H -1.045 1.657 -2.641
H -2.820 1.461 -2.768
```

Copy entry 2 word for word.
Computed, not measured: one molecule with the formula C5H11NO2 at a distorted geometry, with ωB97M-V/def2-TZVPD.

Values from the calculation:
frontier orbital gap	10.47	eV
energy relative to the best compared isomer or geometry (same formula, charge and spin)	28.15	kcal/mol
total charge	0

The geometry in XYZ format:
```
19
C5H11NO2 ωB97M-V/def2-TZVPD
O 0.759 1.070 -1.002
C 0.318 0.326 -0.127
N 1.071 0.180 1.022
C 1.066 -0.953 1.909
O 1.918 -2.033 1.533
C -1.095 -0.199 -0.246
C -2.056 0.795 -0.862
C -1.890 1.045 -2.361
H 1.988 0.504 0.728
H 1.358 -0.571 2.887
H 0.119 -1.475 1.752
H 2.835 -1.823 1.325
H -0.954 -1.059 -0.934
H -1.399 -0.661 0.693
H -1.960 1.627 -0.155
H -3.079 0.410 -0.790
H -1.974 0.041 -2.797
H -1.045 1.657 -2.641
H -2.820 1.461 -2.768
```

Question: Which value of total charge does entry 2 give?
Answer: 0